12
Properties=species:S:1:pos:R:3:forces:R:3:lowdin_charge:R:1 method="wB97M-V/def2-TZVPD" energy_ev=-21083.643 charge=0 de_lowest_kcal_mol=73.5 lumo_ev=-0.567
O -0.3386 1.7822 -0.9049 -2.116 1.934 -3.314 0.125
C 0.2851 1.3052 -0.0573 1.564 -0.801 3.710 -0.383
C 0.7955 -0.0770 -0.1107 -0.108 -1.798 0.083 -0.801
S 2.3513 -0.3515 0.2865 -0.139 -0.011 -0.233 0.733
N -0.0951 -1.0461 -0.5133 0.797 0.314 -0.216 0.040
C -1.4750 -0.9770 -0.6590 -0.928 0.441 0.229 -0.179
N -2.2857 -0.4088 0.1566 1.142 -0.611 -0.821 0.034
O -1.5644 0.1536 1.2244 -1.272 0.005 0.195 -0.072
H 0.5500 1.7928 0.9050 0.101 0.263 -0.307 0.125
H 0.3151 -1.9113 -0.8190 0.252 -0.158 0.034 0.130
H -1.9016 -1.5014 -1.5204 0.082 0.249 0.413 0.134
H -2.3290 0.4348 1.7518 0.627 0.174 0.227 0.114

12
Properties=species:S:1:pos:R:3:forces:R:3:lowdin_charge:R:1 method="wB97M-V/def2-TZVPD" energy_ev=-21082.805 charge=0 de_lowest_kcal_mol=92.9 smiles="O=C1SN=CCN1O" lumo_ev=0.541
O 1.6569 -1.5527 -0.0028 -2.839 1.285 0.671 -0.032
C 0.6624 -0.7797 0.0265 1.036 -1.705 -0.780 -0.681
S -1.1362 -1.2629 0.0331 1.226 0.121 0.252 0.980
N -1.9781 0.1946 -0.0774 -0.858 -3.547 -0.351 -0.297
C -1.4705 1.3090 -0.0352 -0.686 1.706 0.802 -0.301
C -0.1044 1.6836 0.1677 4.740 0.808 0.848 -0.100
N 0.8432 0.5312 -0.1264 -0.375 1.697 0.313 -0.180
O 2.1797 0.9230 -0.1273 1.485 -2.530 2.885 -0.048
H -2.1949 2.0800 -0.1719 -0.243 1.029 0.027 0.113
H 0.3338 2.1961 1.1788 -1.755 -1.287 -1.917 0.183
H 0.0999 2.4690 -0.5894 0.248 -0.443 0.281 0.129
H 2.6675 0.1410 0.5660 -1.980 2.865 -3.032 0.234

12
Properties=species:S:1:pos:R:3:forces:R:3:lowdin_charge:R:1 method="wB97M-V/def2-TZVPD" energy_ev=-21083.304 charge=0 de_lowest_kcal_mol=81.4 smiles="O=C[C@@H]1ON=CNS1" lumo_ev=0.536
O 0.8262 -1.9581 0.5589 -0.318 0.326 -0.450 0.054
C 0.3633 -1.4618 -0.4368 0.473 -0.516 0.435 -0.251
C -0.9204 -0.6383 -0.4889 0.158 0.373 -0.343 -0.565
O -0.7257 0.4297 -1.4038 0.018 -0.018 0.362 -0.169
N 0.2800 1.3414 -1.0213 0.197 0.054 0.348 0.058
C 0.5536 1.4739 0.2289 -0.453 -0.290 -0.560 -0.271
N -0.0526 0.9342 1.3424 -0.629 0.048 -0.525 -0.306
S -1.4506 -0.0244 1.1143 0.180 0.146 0.043 0.979
H 0.8624 -1.5870 -1.4182 -0.136 0.130 0.037 0.140
H -1.7173 -1.2285 -0.9383 -0.092 -0.156 0.118 0.127
H 1.3865 2.1215 0.4431 0.224 0.196 -0.045 0.123
H 0.5946 0.5973 2.0197 0.377 -0.292 0.580 0.080

12
Properties=species:S:1:pos:R:3:forces:R:3:lowdin_charge:R:1 method="wB97M-V/def2-TZVPD" energy_ev=-21080.501 charge=0 de_lowest_kcal_mol=146.0 smiles="On1cc/c(=N/S)o1" lumo_ev=0.192
O 1.6280 -1.8513 1.0139 -0.089 -1.147 1.172 0.059
N 0.3505 -1.6532 0.6415 -3.478 2.417 1.250 -0.207
C -0.2741 -2.0592 -0.5259 4.223 -3.352 0.269 -0.062
C -0.7101 -1.0764 -1.2941 -4.025 0.362 -0.862 -0.007
C -0.6299 0.0538 -0.4522 2.136 5.756 1.282 -0.450
N -0.7754 1.3075 -0.8274 0.141 -2.377 0.442 -0.350
S -0.0243 2.6141 -0.0080 -0.746 -1.604 1.480 0.683
O 0.0059 -0.2394 0.7983 -0.232 -0.962 -2.226 -0.018
H 1.4283 -2.1796 1.9359 1.200 0.417 -1.159 0.154
H 0.1054 -3.1038 -0.5938 -1.281 0.533 -1.096 0.150
H -1.5466 -0.9543 -2.0684 1.937 -0.889 0.757 0.159
H -0.0106 2.0491 1.2905 0.214 0.845 -1.309 -0.111